Below is a 11-piece molecular cluster, C36H101N7O11 overall in a non-equilibrium geometry, with properties calculated with ωB97M-V with the def2-TZVPD basis set.

Values from the calculation:
Kohn-Sham gap: 9.1287 eV
HOMO energy: -9.01 eV
Total energy: -2642.7431 Ha
Energy above the lowest of the compared OMol25 structures with the same formula, charge and spin: 6.507 eV
SMILES: COC[C@H](C)N.COC[C@H](C)N.COC[C@H](C)N.COC[C@H](C)N.COC[C@H](C)N.COC[C@H](C)N.COC[C@H](C)N.CCO.CCO.CCO.CCO

```
155
Properties=species:S:1:pos:R:3:forces:R:3:lowdin_charge:R:1
C 2.076149 3.337685 -7.697296 -0.002 -0.930 -0.560 -0.080
O 3.484489 3.007985 -7.624596 -1.482 1.612 0.560 -0.196
C 3.941779 2.064565 -8.538966 1.538 -1.076 -0.299 -0.210
C 5.490379 2.016155 -8.368076 0.682 -0.029 -0.587 -0.439
C 6.319329 1.313995 -9.434386 -0.180 0.250 -0.893 -0.068
N 5.884979 1.325135 -7.166006 -1.505 -0.582 1.125 0.025
H 1.463529 2.476785 -7.429656 0.078 -0.297 0.132 0.083
H 1.750189 3.611165 -8.700816 0.401 0.005 -0.357 0.081
H 1.716159 4.154135 -7.071256 1.009 0.064 0.383 0.080
H 3.528189 1.078775 -8.326256 -0.106 -0.318 0.171 0.129
H 3.721589 2.248055 -9.590596 -0.232 0.608 -0.110 0.125
H 5.790689 3.047485 -8.182946 -0.035 0.465 -0.909 0.131
H 6.545789 1.947845 -10.291736 -0.222 -0.128 -0.244 0.072
H 5.855359 0.376465 -9.740776 -0.331 0.114 -0.230 0.079
H 7.276149 0.966165 -9.045036 0.038 0.390 0.311 0.070
H 6.784929 1.675625 -6.870426 -0.004 0.045 0.240 0.080
H 5.166869 1.688365 -6.555716 0.366 -0.283 1.382 0.062
C -1.275541 -1.453065 2.221974 -1.355 1.413 0.874 -0.110
O -0.759761 -0.309635 1.590604 1.127 0.712 -0.597 -0.199
C -1.193931 -0.192425 0.251044 -0.332 0.825 -1.346 -0.216
C -0.641591 1.097165 -0.480496 -0.582 -0.633 -0.834 -0.395
C -1.033971 1.203575 -2.036506 0.699 -1.823 2.030 -0.044
N 0.811559 1.096265 -0.361426 -0.503 0.795 0.169 0.028
H -2.342111 -1.322595 2.038974 -0.421 -1.432 -0.415 0.084
H -1.292121 -1.256705 3.294014 0.798 -0.120 0.169 0.084
H -0.794991 -2.409115 2.014264 -0.185 0.074 -0.434 0.094
H -0.902761 -1.082105 -0.307336 0.177 -0.215 -0.229 0.121
H -2.279101 -0.115275 0.183674 -0.414 -0.219 0.325 0.112
H -1.151101 1.941675 -0.016496 0.607 0.269 0.437 0.124
H -0.451531 0.393365 -2.475176 -0.008 -0.086 -0.450 0.059
H -0.721831 2.118645 -2.539816 -0.349 0.104 0.457 0.069
H -2.077161 0.905825 -2.142286 -0.095 0.530 -0.286 0.066
H 0.975669 0.872065 0.609604 0.530 -0.031 0.197 0.057
H 1.128079 0.304655 -0.902966 0.303 -0.159 -0.074 0.064
C -3.085801 6.793555 -2.688136 -0.308 0.721 0.587 -0.117
O -4.398631 6.623865 -3.167886 0.127 -0.734 -1.177 -0.207
C -5.363671 6.290495 -2.176666 -0.010 0.840 -0.863 -0.181
C -6.679371 5.856185 -2.866716 0.023 0.677 0.681 -0.452
C -7.891501 5.938105 -1.961876 -0.364 -0.486 -0.297 -0.069
N -6.496491 4.487155 -3.310056 0.555 -0.142 -0.542 0.032
H -2.568941 5.910235 -2.313036 -0.340 -0.526 -0.086 0.082
H -3.164931 7.484545 -1.848866 0.444 0.281 0.208 0.082
H -2.453171 7.236975 -3.457076 -0.299 0.001 -0.122 0.088
H -4.912991 5.503715 -1.571716 -0.535 -0.231 0.397 0.129
H -5.516691 7.209875 -1.611486 -0.216 -0.082 0.520 0.122
H -6.930281 6.428635 -3.759706 0.706 0.890 0.136 0.134
H -7.901991 4.977175 -1.447476 -0.204 0.314 0.698 0.073
H -8.781071 5.943685 -2.591746 -0.123 -0.089 -0.057 0.072
H -7.987691 6.826295 -1.337396 0.368 -0.191 0.213 0.077
H -5.599821 4.611855 -3.757856 0.688 -0.836 -0.236 0.062
H -7.080891 4.372735 -4.125836 -0.507 -0.423 -0.049 0.074
C 1.050319 -5.001835 6.862264 0.083 -0.675 0.225 -0.099
O 2.199759 -5.815765 6.672344 -1.633 0.009 -0.626 -0.201
C 3.441319 -5.312885 7.065554 -0.087 -1.323 -0.730 -0.201
C 4.418859 -6.078365 6.144674 3.467 -0.332 1.746 -0.443
C 5.804389 -6.115235 6.870944 -0.835 0.331 0.796 -0.074
N 4.621669 -5.589865 4.826784 -1.230 0.795 -1.035 0.040
H 1.088059 -4.019585 6.391254 0.565 0.281 0.172 0.082
H 0.846389 -4.949505 7.931734 -0.206 0.423 0.083 0.086
H 0.202569 -5.482145 6.373644 0.130 -0.348 0.111 0.084
H 3.410689 -4.227275 6.972784 0.665 0.220 -0.273 0.125
H 3.679659 -5.574635 8.096464 -0.190 0.072 0.319 0.117
H 4.261239 -7.149105 6.015144 -1.271 0.081 0.399 0.140
H 5.616019 -6.610355 7.823564 0.161 0.046 0.256 0.064
H 6.086609 -5.088255 7.102824 0.398 0.072 -0.011 0.070
H 6.640789 -6.658535 6.431204 -0.357 0.193 -0.601 0.074
H 3.688549 -5.645615 4.444334 -0.288 -0.282 -0.907 0.069
H 4.717279 -4.584915 4.859144 0.631 0.442 0.063 0.066
C -7.678781 -6.087665 9.810354 0.401 -0.053 -0.130 -0.125
O -7.384791 -5.661255 8.502034 -1.186 0.303 -1.473 -0.198
C -8.426331 -4.831885 7.901944 0.209 -0.853 1.021 -0.181
C -8.185781 -4.532745 6.410404 1.636 2.523 0.444 -0.384
C -6.772951 -3.937985 6.178954 1.322 -1.613 1.204 -0.082
N -9.031161 -3.402485 6.039704 -1.686 0.342 -0.429 0.005
H -8.731431 -6.305545 9.990784 -0.195 0.051 -0.186 0.083
H -7.339841 -5.334595 10.521774 -0.053 0.049 0.267 0.084
H -7.115541 -7.009985 9.952434 0.015 0.058 0.207 0.087
H -9.428511 -5.232515 8.054354 -0.089 -1.061 -0.449 0.114
H -8.566811 -4.002585 8.595204 0.692 1.172 -0.596 0.119
H -8.393051 -5.379685 5.756304 -0.034 -0.055 0.248 0.139
H -6.521791 -3.510425 5.208274 -0.608 -0.187 -0.180 0.073
H -6.008431 -4.680015 6.409154 0.225 -0.281 -0.247 0.064
H -6.546811 -3.187395 6.936304 -0.429 0.325 0.022 0.077
H -8.828401 -2.580645 6.590664 0.004 -0.190 0.910 0.066
H -8.709781 -3.028565 5.158224 -0.224 -0.506 -0.650 0.059
C 5.921169 -1.109815 3.659254 0.286 -0.122 -0.283 -0.109
O 6.133849 -1.695295 2.400814 0.047 -0.560 -0.357 -0.192
C 6.098529 -0.774735 1.342374 -2.826 -0.008 -0.029 -0.214
C 5.848499 -1.441055 -0.008916 2.864 -0.996 -1.256 -0.437
C 6.829399 -2.594395 -0.133596 -0.419 -1.587 1.041 -0.078
N 6.331309 -0.529915 -1.003976 0.535 1.998 -0.634 0.004
H 6.591569 -0.253245 3.729604 0.267 -0.025 0.684 0.088
H 6.091859 -1.916465 4.372194 0.339 0.377 0.224 0.086
H 4.913629 -0.732595 3.834354 -0.383 0.000 -0.373 0.082
H 5.168219 -0.220685 1.467464 -0.102 0.871 0.354 0.119
H 6.921579 -0.060245 1.328904 0.382 -0.309 -0.171 0.135
H 4.876069 -1.736885 -0.402566 -0.677 -0.320 1.583 0.138
H 6.518379 -3.358465 0.578834 -0.006 -0.333 -0.025 0.072
H 7.842199 -2.347755 0.185034 -0.052 0.452 -0.246 0.087
H 6.863929 -3.079715 -1.108976 -0.100 0.287 -0.177 0.073
H 6.169729 -0.863575 -1.943476 -0.083 -0.037 -0.020 0.071
H 5.864889 0.360295 -0.903566 -0.095 0.317 -0.333 0.073
C 3.599249 8.726265 -2.826546 1.480 0.509 0.366 -0.113
O 4.420529 7.578385 -2.682666 -0.520 0.688 -1.350 -0.190
C 3.982769 6.555765 -3.563596 0.977 -0.995 2.633 -0.218
C 4.987739 5.412685 -3.338946 1.210 0.009 -2.991 -0.407
C 6.308669 5.620995 -4.143986 -0.591 -0.267 1.442 -0.065
N 4.422979 4.157275 -3.901016 -0.608 0.461 1.393 0.032
H 2.602669 8.585265 -2.408136 -0.041 0.072 0.067 0.088
H 3.559749 9.099805 -3.849776 -0.291 -0.399 -0.366 0.083
H 4.200649 9.488115 -2.330576 -0.648 0.269 0.497 0.089
H 3.035839 6.236175 -3.128536 -0.588 -0.257 -0.462 0.117
H 3.861929 6.820085 -4.614136 0.213 0.292 -0.089 0.128
H 5.339139 5.298655 -2.313466 -0.868 -0.075 0.189 0.139
H 6.853989 4.696465 -3.954296 0.105 -0.118 -0.584 0.069
H 6.927959 6.385365 -3.674596 -0.180 0.444 -0.492 0.072
H 6.068369 5.771185 -5.196506 0.401 0.108 -0.004 0.074
H 4.121029 4.307205 -4.853096 0.481 0.191 -0.622 0.054
H 3.522439 4.177155 -3.444146 -0.527 -1.005 0.315 0.052
C 4.491279 -3.205125 -4.961766 -1.654 -0.069 0.388 -0.117
C 5.809939 -3.145025 -5.642736 -0.395 -0.075 -0.127 -0.326
O 5.638419 -2.712145 -6.999756 0.607 0.118 0.740 -0.079
H 3.982179 -2.289295 -4.661466 0.560 0.497 -0.029 0.068
H 4.528759 -3.835555 -4.073366 -0.037 -0.162 -0.011 0.071
H 3.792899 -3.616655 -5.690476 -0.071 -0.484 0.141 0.077
H 6.134099 -4.185455 -5.619316 0.711 0.175 -0.331 0.110
H 6.482109 -2.478955 -5.101786 0.409 -0.224 -0.094 0.110
H 5.882619 -1.786385 -6.929456 -0.144 0.370 -0.701 0.059
C -4.140811 1.872835 5.936844 0.168 2.324 -0.112 -0.109
C -4.038761 1.365995 7.306294 -0.532 -0.838 2.024 -0.318
O -4.914591 2.097975 8.258774 0.748 -0.700 -1.584 -0.088
H -5.095141 2.391305 5.844404 -0.335 -0.576 -0.542 0.084
H -3.920781 1.091685 5.209174 -0.186 0.390 -0.117 0.081
H -3.438741 2.706415 5.918544 0.255 -0.010 -0.894 0.076
H -3.010361 1.434455 7.660994 0.016 -0.149 0.151 0.108
H -4.302221 0.315945 7.179424 -0.282 -0.300 1.109 0.099
H -4.696101 1.833535 9.155394 0.143 -0.151 -0.044 0.067
C -1.818571 -4.613775 -3.432416 -0.183 0.577 0.412 -0.095
C -2.213971 -5.883655 -4.145876 0.544 -0.205 0.287 -0.342
O -1.511231 -5.971895 -5.354466 0.398 0.299 -1.138 -0.079
H -2.007611 -3.650315 -3.905816 -0.202 -0.294 -0.734 0.071
H -0.746801 -4.623685 -3.234156 -0.043 -0.137 0.208 0.076
H -2.386061 -4.521175 -2.506416 0.212 -0.283 0.302 0.070
H -3.283721 -6.003185 -4.317496 -0.177 0.171 0.181 0.109
H -1.832441 -6.709795 -3.545866 -0.502 -0.145 0.527 0.109
H -1.469431 -6.889985 -5.631906 -0.044 0.026 -0.040 0.082
C -6.874531 1.103175 0.863084 -0.992 0.397 0.602 -0.097
C -8.267891 0.851315 1.492884 1.896 -1.159 -1.210 -0.294
O -8.306121 -0.529645 1.894244 -0.703 0.477 1.113 -0.100
H -6.178881 0.833745 1.657814 0.329 0.324 -0.210 0.067
H -6.898271 2.171665 0.648944 0.734 0.099 -0.134 0.065
H -6.615841 0.542405 -0.035086 -0.374 -0.045 -0.021 0.068
H -9.054331 1.161165 0.804694 -0.298 -0.266 0.135 0.104
H -8.258221 1.491495 2.375024 -0.543 -0.443 0.209 0.108
H -8.345661 -1.189665 1.198234 -0.029 0.607 -0.474 0.078
```
Positions in Å, forces in eV/Å.